(1)
Formula: C13H40N2O9P2RuSi4
Source: the Open Molecules 2025 dataset
Level of theory: ωB97M-V with the def2-TZVPD basis set

Geometry as XYZ:
```
71
Properties=species:S:1:pos:R:3
Ru -0.1693 0.2144 0.7850
C -3.1240 1.4396 4.7329
C -1.9680 0.6546 4.1257
O -1.3467 -0.2112 5.0931
P -2.5527 -0.5609 2.9060
O -3.2749 -1.6755 3.7586
O -3.6926 0.0476 2.0105
O -1.4617 -1.1305 2.0515
P -0.6428 1.7789 3.4743
O -1.4436 2.5083 2.2594
O -0.2628 2.7118 4.5433
O 0.4007 0.8990 2.8014
H -3.8585 0.7651 5.1765
H -3.6076 2.0696 3.9851
H -2.7315 2.0931 5.5121
H -0.8762 0.3454 5.7299
H -2.7517 -1.9824 4.5203
H -4.5310 0.2343 2.4606
H -1.4997 3.4652 2.4126
C 4.4241 2.0019 1.4756
O 4.0211 0.7057 1.9649
C 2.8727 0.2437 1.5108
O 2.1704 0.8234 0.6890
N 2.5943 -0.9814 2.0240
N 1.3000 -1.4737 1.8465
H 5.3695 2.2092 1.9633
H 3.6815 2.7482 1.7482
H 4.5477 1.9730 0.3956
H 3.1211 -1.2645 2.8358
H 0.7715 -1.4377 2.7124
H 1.3307 -2.4130 1.4712
C -0.8600 -3.9051 -0.7411
Si -1.2171 -2.4513 -1.8682
C -1.0507 -2.9586 -3.6626
C -2.9509 -1.8293 -1.5373
Si 0.4548 -0.8407 -1.3394
Si 2.3177 -0.4707 -2.7264
C 3.6726 -1.5568 -2.0106
C 1.9383 -1.0333 -4.4727
C 2.8741 1.3179 -2.7097
Si -0.7147 1.5425 -1.3528
C -2.5057 1.8131 -0.8285
C -0.7522 1.3951 -3.2290
C 0.3086 3.0393 -0.8450
H -1.5359 -4.7348 -0.9676
H -1.0093 -3.6286 0.3058
H 0.1636 -4.2661 -0.8617
H -1.7819 -3.7401 -3.8873
H -0.0590 -3.3604 -3.8750
H -1.2280 -2.1245 -4.3442
H -3.6417 -2.6675 -1.6689
H -3.2454 -1.0528 -2.2437
H -3.0798 -1.4503 -0.5209
H 3.3762 -2.6079 -1.9953
H 3.9166 -1.2608 -0.9871
H 4.5829 -1.4742 -2.6103
H 1.7974 -2.1143 -4.5134
H 2.7807 -0.7828 -5.1233
H 1.0460 -0.5636 -4.8873
H 2.7554 1.7611 -1.7204
H 2.3371 1.9301 -3.4363
H 3.9354 1.3490 -2.9725
H -3.1538 0.9864 -1.1086
H -2.8443 2.7056 -1.3651
H -2.6268 1.9983 0.2381
H -1.3332 0.5292 -3.5521
H 0.2385 1.3333 -3.6757
H -1.2444 2.2922 -3.6229
H 0.7681 2.9465 0.1408
H -0.3449 3.9152 -0.8300
H 1.1060 3.2180 -1.5679
```

Summary:
<S²>   8.7651
Energy relative to the best compared isomer or geometry (same formula, charge and spin)   0.403 eV
Kohn-Sham gap (alpha / beta)   7.2993 / 7.2407 eV
Net charge   +1
E_tot   -3241.5997 Eh
Multiplicity   6
E_HOMO (alpha / beta)   -9.41 / -11.56 eV

---

(2)
Formula: C3H6ClNS
Source: the Open Molecules 2025 dataset
Level of theory: ωB97M-V with the def2-TZVPD basis set

Geometry as XYZ:
```
12
Properties=species:S:1:pos:R:3
C 1.3292 1.1742 -0.8427
N 0.2012 0.1112 -0.6730
C -0.4216 0.0860 0.4650
S -0.4286 1.3943 1.4812
C -1.2102 -1.0898 0.9463
Cl -1.6098 -2.4996 -0.4059
H 1.7736 1.0545 -1.8817
H 0.7356 2.0811 -0.5694
H 2.0403 0.7977 -0.0993
H 0.4158 -0.7015 -1.3101
H -0.5802 -1.5530 1.8386
H -2.2452 -0.8550 1.0511
```

Summary:
Energy relative to the best compared isomer or geometry (same formula, charge and spin)   1.432 eV
Kohn-Sham gap   9.2294 eV
Net charge   0
SMILES   CNC(=S)CCl
E_tot   -1030.9998 Eh
E_HOMO   -8.63 eV

---

(3)
Formula: C4H6NO
Source: the Open Molecules 2025 dataset
Level of theory: ωB97M-V with the def2-TZVPD basis set

Geometry as XYZ:
```
12
Properties=species:S:1:pos:R:3
O 2.4256 0.3995 -0.1587
C 1.3339 0.0958 0.0023
C 0.5845 -1.3005 -0.0921
C -0.8315 -0.2586 0.4866
N -0.8762 0.7615 -0.5754
C 0.1218 0.9003 0.5135
H 0.3139 -1.6587 -1.0017
H 0.8818 -2.0805 0.4883
H -1.6078 -0.4937 1.1373
H -1.5923 1.4756 -0.4170
H -0.6952 0.3376 -1.6063
H -0.0586 1.8217 1.2232
```

Summary:
Energy relative to the best compared isomer or geometry (same formula, charge and spin)   3.054 eV
Kohn-Sham gap   10.9737 eV
Net charge   +1
SMILES   O=C1C[C@@H]2[NH2+][C@H]12
E_tot   -285.6100 Eh
E_HOMO   -15.16 eV

---

(4)
Formula: C3H10N3S
Source: the Open Molecules 2025 dataset
Level of theory: ωB97M-V with the def2-TZVPD basis set

Geometry as XYZ:
```
17
Properties=species:S:1:pos:R:3
C 2.0800 0.0823 -0.5927
C -1.0706 0.3426 2.3278
C -0.2515 0.5139 -0.5525
N 0.9265 0.4500 -2.6283
N -0.4004 -1.7276 -0.6639
N 0.8891 0.3869 -1.3552
S -0.0072 0.9372 1.0599
H 2.1281 0.8432 0.1587
H 2.9784 0.0682 -1.2900
H 1.8252 -0.8275 -0.0076
H -1.4989 1.0955 2.8794
H -0.4326 -0.2506 2.9389
H -1.9602 -0.3525 2.1032
H -1.1459 0.6828 -1.1006
H 0.0513 0.6659 -3.0816
H -0.4656 -1.9198 -1.6800
H -1.3300 -2.0345 -0.2396
```

Summary:
Energy relative to the best compared isomer or geometry (same formula, charge and spin)   6.464 eV
Kohn-Sham gap (alpha / beta)   7.2874 / 7.9191 eV
Net charge   +1
E_tot   -682.3030 Eh
E_HOMO (alpha / beta)   -13.11 / -14.02 eV

---

(5)
Formula: C6H12O
Source: the Open Molecules 2025 dataset
Level of theory: ωB97M-V with the def2-TZVPD basis set

Geometry as XYZ:
```
19
Properties=species:S:1:pos:R:3
C -2.4058 -0.3616 -0.4782
O -1.2053 0.2823 -0.8254
C -0.6946 1.1093 0.1984
C -0.0189 0.3438 1.3380
C 1.1021 -0.6044 0.8475
C 2.0680 0.2546 0.1016
C 2.0498 -0.0452 -1.3442
H -3.1742 0.3682 -0.1755
H -2.2752 -1.0873 0.3388
H -2.7535 -0.8942 -1.3667
H -1.4967 1.7511 0.5988
H 0.4046 1.0781 2.0322
H -0.7540 -0.2485 1.8962
H 0.6479 -1.4345 0.2774
H 1.5920 -1.0107 1.7425
H 0.0386 1.7634 -0.2875
H 2.8151 -0.8477 -1.3783
H 1.1182 -0.4725 -1.7487
H 2.4305 0.7623 -1.9779
```

Summary:
Energy relative to the best compared isomer or geometry (same formula, charge and spin)   4.364 eV
Kohn-Sham gap   8.4833 eV
Net charge   0
E_tot   -310.8989 Eh
E_HOMO   -8.12 eV

---

(6)
Formula: C38H36F3IIrN5
Source: the Open Molecules 2025 dataset
Level of theory: ωB97M-V with the def2-TZVPD basis set

Geometry as XYZ:
```
84
Properties=species:S:1:pos:R:3
Ir 0.6461 -0.0615 0.0924
C -1.1671 1.6323 3.9121
C -2.2384 1.5681 2.8282
C -1.7441 2.0082 1.4418
N -1.3851 0.9678 0.4744
C -2.3171 0.6085 -0.3845
C -3.7065 0.8466 -0.1518
C -4.8294 0.4745 -0.8421
C -4.9708 -0.2480 -2.0319
C -3.9414 -0.7016 -2.8144
C -2.5614 -0.5697 -2.6424
C -1.7957 -0.0121 -1.6209
N -0.4527 -0.0007 -1.6817
C 0.2235 -0.0629 -2.9666
C 1.4055 0.9077 -2.9858
C 1.1084 2.2201 -2.2696
N 1.2404 2.0503 -0.8235
C 1.4246 3.0451 -0.0243
C 1.2751 4.4158 -0.4612
C 1.6467 5.5922 0.1394
C 2.4083 5.7859 1.2876
C 2.9225 4.7976 2.1546
C 2.6287 3.4755 2.2165
C 1.7093 2.6736 1.4063
N 1.1893 1.5746 1.8193
C 1.2824 1.1592 3.2153
C -0.0467 0.6068 3.7172
H -1.6331 1.4799 4.8865
H -0.7534 2.6458 3.9384
H -3.0710 2.2137 3.1186
H -2.6490 0.5559 2.7709
H -0.8673 2.6388 1.5766
H -2.4854 2.6614 0.9758
H -3.9250 1.3533 0.7760
H -5.7584 0.7696 -0.3663
H -5.9787 -0.4591 -2.3614
H -4.2281 -1.2442 -3.7082
H -1.9850 -1.0295 -3.4340
H -0.4789 0.2429 -3.7488
H 0.5548 -1.0776 -3.2121
H 1.6633 1.1214 -4.0240
H 2.2875 0.4530 -2.5348
H 0.0916 2.5630 -2.4954
H 1.8022 2.9939 -2.6069
H 0.7589 4.5173 -1.4058
H 1.3598 6.4937 -0.3881
H 2.6726 6.8082 1.5220
H 3.6257 5.1560 2.8967
H 3.1488 2.9088 2.9758
H 1.5716 1.9974 3.8541
H 2.0610 0.3933 3.2773
H 0.1597 0.0895 4.6559
H -0.3975 -0.1495 3.0171
I 1.0416 -2.4374 2.3606
C 2.3737 -3.0615 0.8987
C 2.6879 -4.3887 0.8435
C 3.7574 -4.8218 0.0330
C 4.5259 -3.8968 -0.6048
C 4.2200 -2.5133 -0.5308
C 5.1056 -1.5694 -1.1020
C 4.8352 -0.2369 -1.0023
C 3.6062 0.1839 -0.4609
C 2.6559 -0.6802 0.0591
C 3.0591 -2.0644 0.1509
H 2.1472 -5.1034 1.4473
H 3.9918 -5.8747 -0.0269
H 5.3959 -4.1992 -1.1712
H 6.0054 -1.9249 -1.5854
H 5.5307 0.4969 -1.3888
H 3.3953 1.2424 -0.5139
F -4.3799 -5.2152 -2.5088
C -4.5616 -4.6143 -1.3268
F -5.6346 -3.8120 -1.4465
F -4.8750 -5.5639 -0.4319
C -3.3480 -3.8299 -0.8888
C -2.1546 -3.8949 -1.5873
C -1.0954 -3.1217 -1.1350
N -1.1710 -2.3390 -0.0677
C -2.3096 -2.3153 0.6169
C -3.4322 -3.0311 0.2414
H -2.0490 -4.5156 -2.4644
H -0.1520 -3.1135 -1.6687
H -2.3261 -1.6781 1.4922
H -4.3473 -2.9568 0.8090
```

Summary:
<S²>   8.8764
Energy relative to the best compared isomer or geometry (same formula, charge and spin)   0.000 eV
Kohn-Sham gap (alpha / beta)   6.6954 / 4.9428 eV
Net charge   +1
E_tot   -2444.6347 Eh
Multiplicity   6
E_HOMO (alpha / beta)   -9.26 / -9.93 eV

---

(7)
Formula: C26H32N2O2PdS
Source: the Open Molecules 2025 dataset
Level of theory: ωB97M-V with the def2-TZVPD basis set

Geometry as XYZ:
```
64
Properties=species:S:1:pos:R:3
Pd -0.4041 0.0349 -0.3468
C -0.0392 -2.1235 3.7474
C -0.8741 -1.4698 2.6734
O -0.5813 -0.3972 2.1825
N -1.9888 -2.1679 2.2978
C -2.8369 -1.7309 1.1991
C -2.4956 -2.3863 -0.1217
C -2.7581 -3.7376 -0.3289
C -2.4118 -4.3203 -1.5334
C -1.8207 -3.5331 -2.5031
C -1.6010 -2.1959 -2.2207
N -1.9232 -1.6297 -1.0575
H 0.8127 -1.4850 3.9582
H 0.3176 -3.1008 3.4156
H -0.6266 -2.2620 4.6573
H -2.0889 -3.1105 2.6331
H -2.7042 -0.6559 1.1042
H -3.8776 -1.9290 1.4601
H -3.2371 -4.3191 0.4501
H -2.6092 -5.3693 -1.7178
H -1.5362 -3.9423 -3.4634
H -1.1450 -1.5351 -2.9472
C -1.9211 3.3576 4.3766
C -1.9967 2.8916 2.9451
C -3.1801 2.3715 2.4237
C -3.2603 1.9876 1.0940
C -2.1474 2.1213 0.2760
C -0.9606 2.6412 0.7692
C -0.8963 3.0158 2.1034
S -2.2851 1.6899 -1.4677
C -3.2188 3.1846 -1.8934
O -0.9565 1.9021 -2.1232
H -2.7283 2.9366 4.9758
H -2.0024 4.4457 4.4280
H -0.9704 3.0793 4.8331
H -4.0472 2.2624 3.0677
H -4.1833 1.5719 0.6988
H -0.1147 2.7680 0.1100
H 0.0372 3.3990 2.5007
H -2.6320 4.0456 -1.5725
H -4.1890 3.1634 -1.3936
H -3.3463 3.1862 -2.9768
C 1.9725 -1.6109 -2.2291
C 2.5639 -0.6345 -1.2045
C 2.8946 -1.4447 0.0617
C 1.4924 0.3977 -0.8842
C 3.8231 0.0591 -1.7250
C 4.3232 -0.1197 -3.0123
C 5.4376 0.5859 -3.4577
C 6.0788 1.4860 -2.6221
C 5.5943 1.6740 -1.3321
C 4.4840 0.9689 -0.8936
H 1.0887 -2.0725 -1.7922
H 2.6930 -2.3946 -2.4774
H 1.6677 -1.1008 -3.1462
H 1.9629 -1.8329 0.4787
H 3.3669 -0.8238 0.8250
H 3.5662 -2.2771 -0.1725
H 1.6366 1.3247 -1.4507
H 3.8449 -0.8182 -3.6868
H 5.8023 0.4287 -4.4662
H 6.9444 2.0362 -2.9694
H 6.0836 2.3750 -0.6661
H 4.1074 1.1386 0.1097
```

Summary:
Energy relative to the best compared isomer or geometry (same formula, charge and spin)   1.022 eV
Kohn-Sham gap (alpha / beta)   6.3268 / 6.3937 eV
Net charge   0
E_tot   -1795.8756 Eh
E_HOMO (alpha / beta)   -5.89 / -5.96 eV

---

(8)
Formula: ClH3NO2P
Source: the Open Molecules 2025 dataset
Level of theory: ωB97M-V with the def2-TZVPD basis set

Geometry as XYZ:
```
8
Properties=species:S:1:pos:R:3
N 1.0011 -0.3938 0.0056
O 0.4895 -0.5950 1.2442
H 0.4714 -0.8859 -0.6933
H 1.9999 -0.4891 -0.1176
H 0.8160 0.6448 -0.0274
O -0.8365 1.5857 -0.5464
P -1.6563 0.9221 0.5346
Cl -2.2852 -0.7888 -0.3997
```

Summary:
Energy relative to the best compared isomer or geometry (same formula, charge and spin)   3.364 eV
Kohn-Sham gap   9.0988 eV
Net charge   0
SMILES   [NH3+][O-].O=PCl
E_tot   -1008.5294 Eh
E_HOMO   -9.58 eV